The following is a quantum chemistry calculation of a cluster of 2 separate species, C4H10Cl4N3O in total, from the Open Molecules 2025 dataset.

Atoms and positions in Å:
C1 -1.045 1.056 0.393
O1 0.009 0.204 -0.105
C2 1.078 0.063 0.803
N1 1.692 -1.261 0.552
C3 1.543 -2.326 1.378
N2 2.591 -2.723 2.245
N3 0.439 -3.039 1.356
H1 -1.418 1.679 -0.456
H2 -0.745 1.670 1.261
H3 -1.897 0.396 0.666
H4 1.859 0.799 0.520
H5 0.784 0.176 1.863
H6 2.197 -1.351 -0.324
H7 2.879 -1.936 2.832
H8 3.388 -2.909 1.621
H9 -0.246 -2.691 0.683
H10 0.038 -3.230 2.278
C4 -2.630 3.087 -3.515
Cl1 -3.727 2.862 -4.881
Cl2 -1.498 4.397 -3.873
Cl3 -3.564 3.491 -2.065
Cl4 -1.725 1.587 -3.231

Computed properties:
Largest force on an atom: 2.4 eV/Å
DFT total energy: -2238.3693 a.u.
Charge: +1

For each atom in turn, the natural (NBO) charge in e is: atom 1 (C): -0.28, atom 2 (O): -0.55, atom 3 (C): 0.10, atom 4 (N): -0.72, atom 5 (C): 0.79, atom 6 (N): -0.86, atom 7 (N): -0.64, atom 8 (H): 0.23, atom 9 (H): 0.19, atom 10 (H): 0.18, atom 11 (H): 0.21, atom 12 (H): 0.19, atom 13 (H): 0.45, atom 14 (H): 0.41, atom 15 (H): 0.42, atom 16 (H): 0.43, atom 17 (H): 0.44, atom 18 (C): -0.22, atom 19 (Cl): 0.08, atom 20 (Cl): 0.07, atom 21 (Cl): 0.05, atom 22 (Cl): 0.03



The following is a quantum chemistry calculation of an isolated molecule of C4H10ClN, from the Open Molecules 2025 dataset.

Atoms and positions in Å:
C1 1.601 1.431 0.403
C2 -2.206 -1.188 0.319
C3 1.332 0.295 -0.571
C4 -1.224 -0.307 -0.404
N1 0.103 -0.657 -0.115
Cl1 -1.714 1.473 -0.058
H1 2.529 1.902 0.060
H2 0.619 1.818 0.625
H3 1.793 0.962 1.428
H4 -2.439 -2.284 0.007
H5 -3.211 -0.641 0.161
H6 -2.004 -1.164 1.392
H7 1.165 0.622 -1.642
H8 2.159 -0.479 -0.687
H9 -1.467 -0.416 -1.542
H10 0.276 -0.685 0.905

Computed properties:
Largest force on an atom: 3.4 eV/Å
ΔE to the lowest compared entry with this formula, charge and spin: 134.91 kJ/mol
Structure (SMILES): CCN[C@@H](C)Cl

For each atom in turn, the natural (NBO) charge in e is: atom 1 (C): -0.67, atom 2 (C): -0.64, atom 3 (C): -0.21, atom 4 (C): 0.01, atom 5 (N): -0.62, atom 6 (Cl): -0.18, atom 7 (H): 0.24, atom 8 (H): 0.25, atom 9 (H): 0.19, atom 10 (H): 0.24, atom 11 (H): 0.23, atom 12 (H): 0.21, atom 13 (H): 0.20, atom 14 (H): 0.20, atom 15 (H): 0.21, atom 16 (H): 0.35



The following is a quantum chemistry calculation of a cluster of 2 separate species, C4H10ClNO in total, from the Open Molecules 2025 dataset.

Atoms and positions in Å:
C1 1.128 1.187 -0.487
C2 -0.597 -0.055 1.003
C3 -0.331 0.775 -0.296
C4 -3.633 -1.231 -0.052
N1 -0.957 0.045 -1.421
O1 -3.767 -0.889 -1.254
Cl1 -3.912 0.071 1.033
H1 1.099 2.165 -0.914
H2 1.546 1.223 0.469
H3 1.718 0.558 -1.225
H4 0.073 0.395 1.730
H5 -0.208 -1.120 0.803
H6 -1.627 -0.131 1.402
H7 -0.777 1.706 -0.179
H8 -0.497 -0.762 -1.695
H9 -0.876 0.725 -2.166
H10 -3.972 0.045 -1.412

Computed properties:
Largest force on an atom: 3.7 eV/Å
ΔE to the lowest compared entry with this formula, charge and spin: 370.50 kJ/mol

For each atom in turn, the natural (NBO) charge in e is: atom 1 (C): -0.62, atom 2 (C): -0.62, atom 3 (C): -0.05, atom 4 (C): 0.23, atom 5 (N): -0.84, atom 6 (O): -0.61, atom 7 (Cl): -0.09, atom 8 (H): 0.20, atom 9 (H): 0.21, atom 10 (H): 0.20, atom 11 (H): 0.20, atom 12 (H): 0.20, atom 13 (H): 0.22, atom 14 (H): 0.17, atom 15 (H): 0.36, atom 16 (H): 0.34, atom 17 (H): 0.48